16
Properties=species:S:1:pos:R:3:forces:R:3:mulliken_charge:R:1 method="wB97M-V/def2-TZVPD" e_homo_ev=-11.55 smiles=CC.CC e_above_lowest_kcal_mol=11.5
C -1.63209 -0.17906 1.30327 -0.63 -0.99 0.08 -0.294
C -2.88016 0.17544 0.48124 0.05 0.21 0.09 -0.850
H -1.52584 -1.26654 1.24161 0.56 0.14 -0.10 0.255
H -0.74776 0.31661 0.93234 0.20 -0.01 0.02 -0.219
H -1.72621 0.00106 2.37356 -0.12 0.35 -0.05 0.314
H -3.58784 0.76124 1.06489 -0.03 0.17 -0.15 0.249
H -3.41392 -0.70558 0.12530 0.05 -0.07 0.13 0.261
H -2.59253 0.72894 -0.41104 -0.15 0.18 0.02 0.294
C 1.70686 0.56285 -0.91548 0.82 -0.57 1.09 -0.412
C 2.80176 -0.56422 -0.86983 -1.03 0.93 -0.47 -0.837
H 1.04300 0.45952 -1.76700 0.41 0.48 -0.45 0.280
H 1.02336 0.61788 -0.06757 0.22 -0.48 0.22 -0.142
H 2.31374 1.45710 -0.81681 -0.62 0.66 -0.70 0.275
H 2.48726 -1.34904 -1.55197 0.28 -0.44 0.31 0.249
H 3.01942 -0.90790 0.13391 -0.16 -0.29 0.08 0.319
H 3.71094 -0.10829 -1.25643 0.14 -0.28 -0.12 0.257

=====

105
Properties=species:S:1:pos:R:3:forces:R:3:mulliken_charge:R:1 method="wB97M-V/def2-TZVPD" e_homo_ev=-10.57 total_charge=+1
Ba 0.66242 -1.04714 0.27907 -0.83 1.73 -3.53 1.527
N 2.21464 1.17955 0.60545 0.77 0.38 -0.10 -0.026
C 3.32163 1.31016 -0.37240 -0.40 -0.16 0.16 -0.827
C 2.83355 1.02069 -1.78479 -0.11 -0.31 0.14 -0.779
N 2.37565 -0.37295 -1.94033 0.39 0.24 -0.26 0.438
C 3.44792 -1.36589 -2.17605 -0.22 0.18 0.04 -0.822
C 3.59721 -2.34263 -1.01861 -0.47 -0.07 -0.02 -0.419
N 2.34344 -3.12461 -0.87033 0.50 0.20 0.14 -0.401
H 2.59380 1.11875 1.55183 0.03 -0.01 -0.06 0.238
H 1.62317 2.00411 0.60154 -0.07 -0.01 -0.01 -0.352
H 3.77686 2.29892 -0.36336 0.10 0.18 0.06 0.493
H 4.10427 0.59760 -0.10564 0.00 -0.03 0.04 0.387
H 1.98475 1.67823 -1.99942 0.01 -0.03 -0.02 0.249
H 3.63176 1.27002 -2.49235 0.02 0.01 -0.08 0.435
H 1.71364 -0.41260 -2.70538 0.06 0.00 0.00 -0.142
H 3.20428 -1.92972 -3.08100 0.01 -0.02 -0.03 0.323
H 4.40359 -0.86476 -2.36536 -0.02 0.00 0.04 0.419
H 4.46539 -2.97633 -1.19665 0.14 -0.10 0.00 0.541
H 3.76980 -1.80029 -0.08662 -0.03 -0.04 -0.01 0.031
H 2.26320 -3.78389 -1.63274 -0.05 -0.09 -0.14 0.191
H 2.37163 -3.67707 -0.01594 0.07 0.07 -0.06 0.209
N -1.03785 0.80819 -2.29789 -0.09 0.17 0.31 -0.313
C -1.92960 1.57847 -1.39643 0.30 -0.10 -0.09 -0.261
C -2.71072 0.66395 -0.47352 0.48 -0.13 0.22 -0.535
N -1.80225 0.12830 0.56566 -0.89 0.28 0.12 0.034
H -0.50817 1.44191 -2.88291 0.03 0.14 -0.02 0.267
H -1.60525 0.26114 -2.93446 -0.17 -0.05 -0.06 0.108
H -2.63013 2.22035 -1.92841 -0.09 0.05 -0.23 0.507
H -1.29992 2.23162 -0.78510 -0.02 0.00 -0.01 -0.227
H -3.12518 -0.16721 -1.04141 -0.06 -0.08 -0.08 -0.020
H -3.55402 1.22099 -0.06384 -0.05 0.08 0.15 0.516
H -2.31864 -0.46877 1.20772 -0.04 0.03 -0.05 0.166
H -1.47369 0.91494 1.13917 -0.01 -0.16 -0.10 -0.021
C 1.29835 0.52580 4.37443 -0.12 0.14 0.21 -1.285
C 2.13880 -0.61045 3.83923 0.05 0.07 -0.17 1.817
C 2.45244 -1.65336 4.90036 -0.02 -0.15 0.24 -1.990
O 3.36110 -0.02454 3.35675 -0.31 -0.07 -0.10 -0.652
C 1.42256 -1.31713 2.67874 0.59 -0.64 1.15 0.603
O 2.16573 -1.88778 1.80478 0.83 -0.33 2.23 -0.831
O 0.16877 -1.27273 2.56580 0.53 -0.19 1.84 -0.849
H 1.89085 1.09956 5.09124 -0.03 -0.05 -0.02 0.596
H 0.40971 0.13717 4.87649 0.07 0.03 -0.06 0.339
H 0.95911 1.18829 3.57428 0.09 -0.10 -0.02 -0.339
H 3.01675 -1.18012 5.70694 -0.05 -0.05 -0.03 0.427
H 3.05508 -2.46584 4.48273 -0.06 0.10 0.01 0.397
H 1.53169 -2.08178 5.31312 0.15 0.07 -0.08 0.370
H 3.80320 -0.70438 2.83301 0.00 -0.11 -0.01 0.407
C -0.43956 6.90499 3.09514 0.09 -0.28 -0.19 -1.045
N -0.54754 5.78237 2.15588 -0.20 0.19 0.32 0.024
N -0.69184 4.48321 2.62783 0.06 0.09 0.25 0.459
C -0.27135 3.58761 1.66127 -0.06 -0.28 0.14 0.787
O -0.37803 2.35458 1.80547 0.21 0.46 -0.34 -0.235
C 0.22705 4.40720 0.58666 0.02 -0.21 -0.03 -0.650
C 0.06056 5.71393 0.94979 0.05 0.20 -0.12 0.028
C 0.47655 6.96631 0.24632 -0.05 -0.12 0.00 -1.607
C -1.52978 4.17089 3.74256 0.10 0.06 -0.26 -0.208
C -1.10993 3.20626 4.64497 0.11 -0.11 0.12 -0.301
C -1.93299 2.87188 5.71407 0.02 0.00 -0.03 -0.585
C -3.15431 3.51302 5.88831 0.03 0.04 -0.05 -0.488
C -3.55941 4.48508 4.97921 0.00 -0.03 0.03 -0.700
C -2.75318 4.80698 3.89548 -0.16 0.08 -0.02 0.280
H -0.75749 6.57093 4.07482 -0.05 -0.06 0.06 0.405
H -1.09081 7.71599 2.78313 -0.03 0.05 -0.07 0.348
H 0.58735 7.26168 3.16817 0.04 -0.02 -0.04 0.366
H 0.63246 4.04467 -0.34918 -0.08 0.08 0.16 0.420
H 0.81073 6.73343 -0.76262 -0.01 -0.02 0.04 0.406
H 1.29988 7.45777 0.76805 0.00 -0.04 0.03 0.346
H -0.34554 7.68050 0.18131 -0.01 -0.05 0.02 0.341
H -0.15046 2.71954 4.50141 -0.21 0.12 0.05 0.376
H -1.61018 2.11215 6.41960 -0.04 0.10 -0.09 0.399
H -3.78864 3.25785 6.73078 0.07 0.03 -0.10 0.410
H -4.51279 4.98661 5.10542 0.09 -0.05 -0.01 0.387
H -3.07546 5.54392 3.16562 0.03 -0.07 0.08 0.460
C -5.23838 -2.50585 -3.24220 0.05 0.00 0.03 -0.623
C -4.83278 -2.83941 -1.95247 0.03 0.01 -0.06 -0.684
C -3.48544 -2.80378 -1.61695 -0.09 0.04 -0.13 -0.497
C -2.52787 -2.44937 -2.56724 0.00 0.10 -0.07 0.663
C -2.93629 -2.11597 -3.85543 -0.20 -0.04 0.13 -0.029
C -4.29023 -2.14291 -4.18955 0.05 -0.01 0.06 -0.709
As -0.65254 -2.35957 -1.98888 -1.21 -1.53 -1.43 0.393
C -0.42955 -4.28348 -1.69703 -0.08 0.15 0.05 0.612
C -0.78556 -5.01319 -0.56958 0.06 -0.10 -0.20 -0.940
C -0.52630 -6.38098 -0.52808 0.03 0.06 -0.08 -0.766
C 0.09593 -7.00207 -1.60673 0.01 0.08 -0.04 -0.852
C 0.46856 -6.26470 -2.72651 0.02 -0.11 0.00 -0.608
C 0.20791 -4.89901 -2.77673 0.15 0.17 -0.27 0.241
C 0.58734 -3.97251 -3.88483 -0.01 -0.31 0.15 0.624
C 1.26585 -4.32307 -5.04899 0.05 -0.01 -0.09 -0.498
C 1.57917 -3.35193 -5.99495 -0.02 -0.01 0.06 -0.977
C 1.22298 -2.02144 -5.78952 0.00 -0.06 0.03 -0.849
C 0.54903 -1.66122 -4.62703 0.03 -0.14 -0.06 0.182
C 0.23282 -2.63504 -3.68778 -0.04 0.19 0.09 -0.231
H -6.29075 -2.53309 -3.50575 0.12 0.01 0.03 0.391
H -5.56744 -3.12752 -1.20756 0.07 0.03 -0.07 0.411
H -3.18785 -3.06271 -0.60715 0.03 -0.01 0.03 0.300
H -2.20941 -1.85367 -4.61249 0.05 0.00 -0.04 0.341
H -4.59941 -1.88859 -5.19765 0.03 -0.02 0.07 0.428
H -1.26582 -4.53876 0.27645 -0.03 0.05 0.05 0.440
H -0.80826 -6.96098 0.34378 0.03 0.05 -0.07 0.449
H 0.29652 -8.06721 -1.57301 -0.01 0.09 -0.01 0.406
H 0.96044 -6.76278 -3.55609 -0.04 0.03 0.07 0.411
H 1.55165 -5.35481 -5.22632 -0.02 0.09 0.01 0.422
H 2.10572 -3.63487 -6.90055 -0.06 0.02 0.10 0.409
H 1.46771 -1.27038 -6.53205 -0.01 -0.06 0.04 0.458
H 0.26560 -0.62521 -4.46803 -0.01 -0.02 0.00 0.314

=====

41
Properties=species:S:1:pos:R:3:forces:R:3:mulliken_charge:R:1 method="wB97M-V/def2-TZVPD" e_homo_ev=-13.37 e_above_lowest_kcal_mol=24.3 total_charge=+1
O -0.35976 -1.46681 0.61501 -0.57 0.14 0.15 -0.446
C 0.09441 -2.02167 1.72999 1.06 0.47 -0.80 0.564
C 0.34424 -0.91579 2.76549 -0.48 -1.99 -0.24 -0.496
N 0.97529 0.24397 2.11216 -0.71 0.20 0.92 0.177
C 0.70849 1.50092 2.86229 0.17 0.95 -0.93 -0.881
O 0.40612 -3.17387 1.84712 -1.09 -0.23 0.06 -0.659
H -0.52559 -2.12441 -0.11247 0.29 -0.18 -0.23 0.432
H 1.01712 -1.34190 3.49073 0.20 0.11 0.31 0.377
H -0.63604 -0.76510 3.21522 0.10 0.86 -0.03 0.397
H 1.98203 0.04448 2.06665 -0.06 0.20 -0.51 0.383
H 0.65023 0.33836 1.14013 0.05 -0.04 -0.04 0.278
H 1.52394 1.72918 3.53647 -0.27 -0.34 0.55 0.373
H -0.29872 1.49641 3.25840 0.15 -0.31 0.54 0.346
H 0.69432 2.33101 2.16330 0.18 0.00 -0.33 0.291
H 1.65102 0.86016 -3.43068 0.03 0.08 -0.40 0.269
H 0.33136 1.49792 -4.03246 0.20 0.06 0.12 0.288
O 0.70484 0.97699 -3.30654 -0.10 0.17 0.24 -0.649
H -0.86729 -0.63791 -4.23229 -0.64 -0.86 -0.56 0.317
H -0.66380 -0.26546 -2.93208 -0.58 -0.62 0.63 0.377
O -1.23824 -0.92163 -3.38287 0.91 0.82 -0.07 -0.696
H 0.84654 2.40277 -0.37655 -0.03 -0.20 0.05 0.305
H 0.84145 1.39677 -1.49792 0.00 -0.13 0.05 0.307
O 1.12940 1.49695 -0.57304 0.04 0.36 -0.18 -0.736
H -2.92716 0.87916 -4.11934 -0.32 0.16 0.35 0.328
H -2.66624 2.31193 -3.45219 -0.39 -0.37 -0.23 0.298
O -2.31081 1.60462 -4.00320 0.87 0.46 -0.07 -0.590
H -3.94372 1.96552 1.98365 -0.13 -0.08 0.04 0.308
H -4.36116 0.56858 1.50411 -0.05 0.04 0.02 0.294
O -3.62921 1.19284 1.50397 0.23 0.10 -0.07 -0.577
H 3.96255 -0.19141 0.33721 -0.01 0.30 -0.45 0.272
H 2.65259 0.55902 -0.27994 0.46 0.00 0.22 0.336
O 3.01764 -0.03652 0.39960 -0.03 -0.45 0.50 -0.583
H -0.50796 -3.87395 -1.63082 -0.18 -0.08 -0.19 0.297
H -0.97378 -2.51427 -2.31610 0.07 -0.10 -0.25 0.330
O -0.45316 -2.91726 -1.60421 0.11 0.23 0.53 -0.636
H -1.39989 1.64451 -1.45059 -0.88 -0.24 0.04 0.283
H -2.28339 2.60746 -0.48709 -0.19 -0.72 -0.33 0.280
O -1.42460 2.40026 -0.86561 0.79 1.01 0.31 -0.565
H 2.10660 -3.48652 2.58772 -0.09 0.41 0.85 0.354
H 3.15047 -2.63699 2.06361 0.40 0.37 0.41 0.305
O 2.67988 -2.75830 2.90313 0.49 -0.57 -0.98 -0.649

=====

13
Properties=species:S:1:pos:R:3:forces:R:3:mulliken_charge:R:1 method="wB97M-V/def2-TZVPD" e_homo_ev="-6.56 / -7.28" e_above_lowest_kcal_mol=181.1
C -2.61405 -0.19891 -0.58967 1.08 -0.38 3.52 -0.296
C -2.40113 0.40534 0.57511 1.06 -2.65 -1.88 -0.216
C 1.48345 -0.48377 0.18829 -0.06 0.83 -0.26 0.328
C -1.75126 -0.94743 0.29632 -0.41 2.96 -0.86 -0.570
C 1.72490 0.97973 -0.05902 -0.98 1.39 -0.69 -0.818
N 2.16774 -1.47741 0.06548 1.98 -1.07 -0.81 -0.523
H -3.17132 -0.20258 -1.44560 -1.02 0.11 -2.19 0.383
H -2.29365 1.28733 1.11497 -0.25 1.17 0.85 0.383
H -1.73189 -1.87786 0.77690 -0.25 -1.13 0.57 0.346
H 2.83322 1.06839 -0.17326 -0.60 0.53 0.95 0.322
H 1.12712 1.68328 0.72263 1.92 -1.65 -1.91 0.211
H 1.42453 1.28641 -1.13505 -0.21 -0.66 1.77 0.230
H 3.20233 -1.52250 -0.33708 -2.25 0.55 0.93 0.220

=====

17
Properties=species:S:1:pos:R:3:forces:R:3:mulliken_charge:R:1 method="wB97M-V/def2-TZVPD" e_homo_ev=-9.50 e_above_lowest_kcal_mol=57.5
H -0.43364 0.17248 1.88119 0.18 -0.21 -0.17 0.249
N -0.40133 0.87975 1.14521 0.71 0.33 -0.52 -0.697
C 0.64108 0.80454 0.40777 -0.23 0.91 1.89 -0.060
C 1.82295 -0.11124 0.61255 -0.16 -0.49 -0.18 -0.383
N 2.89964 0.01066 -0.35248 -0.04 0.03 -0.17 -0.609
H 0.78962 1.62532 -0.29673 -0.17 -0.21 -0.46 0.398
H 2.23452 0.07285 1.60984 -0.13 -0.04 -0.02 0.314
H 1.44859 -1.14583 0.60085 0.10 0.16 0.09 0.311
H 2.57178 -0.20814 -1.28773 0.11 0.05 0.08 0.248
H 3.27101 0.95331 -0.36262 0.02 -0.05 -0.06 0.239
C -2.68368 -0.11023 -0.59477 -0.07 0.12 0.55 -1.015
C -1.40263 -0.87093 -0.46789 0.58 -0.24 -1.56 0.290
O -1.19652 -1.86718 0.17557 -0.17 0.26 0.12 -0.511
H -3.07512 -0.21145 -1.60589 0.03 -0.12 -0.08 0.336
H -2.47821 0.94435 -0.41374 -0.01 0.00 -0.06 0.298
H -3.40850 -0.45738 0.13663 -0.11 -0.07 -0.03 0.300
H -0.59954 -0.48088 -1.18777 -0.63 -0.42 0.57 0.291

=====

31
Properties=species:S:1:pos:R:3:forces:R:3:mulliken_charge:R:1 method="wB97M-V/def2-TZVPD" e_homo_ev=-10.58 e_above_lowest_kcal_mol=0.0 total_charge=+1
Mo -0.94099 -0.29810 0.27381 -0.12 0.13 -0.44 -0.007
Se 0.28963 1.43138 -0.64038 -0.04 -0.12 0.17 -0.063
Se 0.97884 3.06431 0.99296 0.00 -0.01 -0.05 -0.230
Te -0.96155 3.08533 2.52089 -0.04 -0.08 0.04 0.132
Se -1.53365 0.55891 2.28823 0.01 0.25 0.28 -0.111
F -5.67118 -1.57937 -3.23512 0.01 0.00 0.00 -0.291
C -4.70632 -1.20833 -2.39244 -0.03 -0.03 -0.05 0.383
C -5.06931 -0.60113 -1.20114 0.04 0.04 0.08 -0.537
C -4.07296 -0.21387 -0.32218 -0.06 0.00 -0.05 -0.188
C -2.73740 -0.44754 -0.64870 0.15 0.04 -0.03 0.729
C -2.40762 -1.05561 -1.86534 0.03 -0.01 0.09 0.156
C -3.39140 -1.45053 -2.75360 0.00 0.01 0.01 -0.849
H -6.11588 -0.44150 -0.98127 0.00 -0.01 -0.02 0.452
H -4.33383 0.26440 0.61180 0.01 0.00 0.01 0.353
H -1.36273 -1.22517 -2.14380 0.01 -0.03 -0.01 0.377
H -3.16828 -1.91902 -3.70153 0.00 0.00 0.00 0.441
C -1.61190 -5.84458 1.40790 0.00 -0.04 -0.01 -1.010
C -0.44776 -5.49653 0.47628 0.01 0.07 0.00 -0.509
C 0.07515 -4.12552 0.75849 0.08 -0.14 -0.07 0.287
N -0.35755 -3.04992 0.21668 -0.06 -0.12 0.09 -0.566
N 0.25227 -1.92583 0.72408 -0.03 -0.13 -0.04 0.063
C 1.18361 -2.17161 1.63682 0.07 0.30 0.02 0.528
N 1.88728 -1.20948 2.22574 -0.03 -0.05 0.01 -0.324
S 1.34346 -3.84952 1.94255 0.00 -0.10 -0.01 -0.124
H -1.97950 -6.84336 1.17983 -0.01 0.01 0.01 0.341
H -2.43121 -5.13826 1.27867 0.00 0.00 0.00 0.308
H -1.30492 -5.82887 2.45426 0.01 0.00 0.00 0.328
H -0.76634 -5.51443 -0.56581 -0.03 0.02 0.01 0.257
H 0.35920 -6.22282 0.58155 0.01 0.01 0.00 0.358
H 1.72172 -0.24096 1.98800 0.00 0.01 -0.01 0.091
H 2.55232 -1.41328 2.95128 0.01 0.00 0.00 0.226

=====

no.,total energy (Eh)
1,-159.56671
2,-4463.38198
3,-1012.09882
4,-249.18464
5,-343.10990
6,-8590.28494